[1]
C18H44N13O6 | wB97M-V/def2-TZVPD

Results
E_LUMO: 2.2 eV
charge: -1
HOMO level: -0.1420 hartree
HOMO-LUMO gap: 6.10 eV

Last column: Mulliken charge in e.
Geometry (Å):
C  40.842  4.244  -5.078  1.202
O  41.665  5.318  -4.865  -0.922
H  39.953  4.148  -4.416  0.307
H  40.372  4.242  -6.092  -0.273
H  41.391  3.280  -5.053  -0.893
C  42.707  5.161  -1.033  0.805
O  43.654  5.199  -1.797  -0.611
N  41.449  4.983  -1.492  -0.263
N  42.745  5.188  0.348  -0.488
H  41.308  5.039  -2.501  0.021
H  40.706  4.881  -0.828  0.132
H  43.651  5.203  0.778  0.247
H  41.901  5.333  0.864  0.124
C  44.555  4.226  -7.579  0.554
O  44.766  5.154  -6.831  -0.525
N  43.285  3.822  -7.901  -0.001
N  45.546  3.456  -8.171  -0.450
H  43.264  3.150  -8.646  0.111
H  42.491  4.219  -7.430  -0.056
H  45.250  2.705  -8.764  0.126
H  46.503  3.699  -8.014  0.233
C  44.942  2.435  -4.839  0.630
O  44.999  3.522  -4.280  -0.591
N  43.747  1.860  -5.105  0.003
N  46.013  1.632  -5.134  -0.450
H  43.854  0.920  -5.437  0.155
H  42.930  2.395  -4.860  -0.757
H  45.881  0.683  -5.413  0.125
H  46.877  2.147  -5.117  0.287
C  42.360  7.807  -7.285  0.510
O  42.959  8.058  -6.252  -0.541
N  42.465  8.550  -8.427  -0.497
N  41.521  6.743  -7.462  -0.034
H  43.115  9.311  -8.511  0.232
H  42.271  8.143  -9.325  0.133
H  41.188  6.136  -6.715  0.011
H  41.106  6.801  -8.372  0.127
C  40.909  8.144  -2.887  0.606
O  42.083  7.871  -3.017  -0.485
N  39.932  7.662  -3.685  -0.382
N  40.422  8.883  -1.846  -0.454
H  40.239  6.969  -4.363  0.326
H  38.959  7.880  -3.596  0.125
H  39.464  9.139  -1.681  0.112
H  40.975  9.097  -1.036  0.218
C  40.124  0.577  -3.756  -1.269
C  39.014  0.907  -4.769  0.830
C  38.616  -0.291  -5.641  -0.523
C  39.769  -1.104  -6.077  0.195
N  40.669  -1.785  -6.288  -0.546
H  41.020  0.217  -4.271  0.248
H  39.925  -0.231  -3.049  0.405
H  40.465  1.457  -3.212  0.313
H  39.389  1.759  -5.333  -0.738
H  38.109  1.184  -4.228  0.352
H  37.993  -0.009  -6.490  0.390
H  37.995  -0.968  -5.050  0.395
C  39.212  1.417  -8.936  -1.400
C  39.591  2.693  -8.191  0.545
C  39.349  3.949  -9.028  -0.521
C  40.358  4.161  -10.097  0.120
N  41.118  4.356  -10.936  -0.536
H  38.137  1.254  -9.050  0.318
H  39.508  0.517  -8.392  0.272
H  39.653  1.372  -9.933  0.416
H  40.643  2.674  -7.916  -0.114
H  38.904  2.920  -7.376  0.162
H  39.333  4.879  -8.458  0.317
H  38.378  3.906  -9.529  0.462
C  43.413  -0.294  -2.239  -1.266
C  43.074  1.169  -1.971  1.020
C  44.224  1.925  -1.337  0.243
C  44.689  1.314  -0.103  0.023
N  45.092  0.859  0.873  -0.557
H  43.986  -0.254  -3.173  0.170
H  42.535  -0.865  -2.544  0.312
H  43.982  -0.794  -1.459  0.424
H  42.184  1.169  -1.331  0.552
H  42.755  1.695  -2.866  -0.841
H  44.045  2.992  -1.205  -0.049
H  45.085  1.797  -2.003  0.085

[2]
C21H30GdNO2P2 | wB97M-V/def2-TZVPD

Results
E_LUMO (alpha / beta): -8.2 / -8.2 eV
charge: +2
multiplicity: 8
HOMO level (alpha / beta): -0.4835 / -0.4801 hartree
HOMO-LUMO gap (alpha / beta): 4.94 / 4.86 eV

Last column: Mulliken spin population.
Geometry (Å):
Gd  0.335  1.390  -0.484  6.491
P  2.404  -0.679  0.087  0.002
C  2.389  -0.508  -1.792  0.027
C  1.130  -1.047  -2.366  -0.012
N  -0.055  -0.495  -2.016  0.065
C  -1.223  -0.955  -2.491  -0.004
C  -1.266  -1.998  -3.407  -0.003
C  -0.057  -2.547  -3.867  0.001
C  1.170  -2.036  -3.341  0.001
C  -2.466  -0.362  -2.020  0.007
P  -2.242  1.384  -1.150  0.031
H  2.185  -2.394  -3.663  0.000
H  -2.209  -2.409  -3.773  0.000
H  0.001  -3.390  -4.629  0.000
H  -3.183  -0.172  -2.827  0.000
H  -3.015  -0.995  -1.311  0.001
H  2.387  0.680  -1.920  0.000
H  3.323  -0.964  -2.140  0.000
H  0.543  3.352  -2.022  0.003
O  1.745  2.152  -1.964  0.010
H  2.353  2.497  -2.647  -0.005
H  -1.224  2.342  -1.418  0.001
O  -0.174  3.830  -1.605  0.004
H  0.212  4.020  -0.707  0.002
C  -2.828  2.401  -2.553  -0.014
H  -3.716  1.933  -2.945  -0.002
H  -3.070  3.412  -2.212  0.001
H  -2.060  2.395  -3.335  0.000
C  -3.769  1.321  -0.105  0.004
H  -3.816  2.215  0.536  -0.001
H  -4.680  1.291  -0.733  0.002
H  -3.784  0.425  0.542  -0.001
C  2.270  -2.495  0.308  -0.005
H  3.273  -2.965  0.261  -0.001
H  1.800  -2.673  1.294  0.000
H  1.608  -2.912  -0.473  0.001
C  4.200  -0.351  0.453  -0.004
H  4.273  -0.029  1.517  0.000
H  4.807  -1.277  0.294  0.000
H  4.568  0.481  -0.193  0.000
C  1.058  0.830  5.425  0.006
C  1.514  1.531  4.296  -0.014
C  1.018  1.223  3.037  0.010
C  0.074  0.181  2.817  0.048
C  -0.340  -0.198  1.512  0.380
C  -1.224  -1.244  1.403  -0.055
C  -1.744  -1.937  2.539  0.038
C  -1.337  -1.586  3.808  -0.027
C  -0.411  -0.526  3.984  0.027
C  0.109  -0.173  5.254  -0.002
H  1.438  1.062  6.424  0.000
H  2.261  2.313  4.452  -0.001
H  1.414  1.812  2.202  -0.025
H  -1.560  -1.576  0.427  0.008
H  -2.461  -2.748  2.418  0.003
H  -1.692  -2.103  4.700  0.000
H  -0.255  -0.727  6.117  0.001

[3]
C10H9N2O2S | wB97M-V/def2-TZVPD

Results
energy above the lowest of the compared OMol25 structures with the same formula, charge and spin: 175.8 kJ/mol
E_LUMO: -5.3 eV
charge: +1
HOMO level: -0.4966 hartree
HOMO-LUMO gap: 8.26 eV

Last column: natural (NBO) charge in e.
Geometry (Å):
C  0.668  2.353  0.984  -0.164
C  1.972  2.374  0.557  -0.183
C  -0.006  1.183  1.158  -0.201
C  2.693  1.148  0.481  -0.160
C  -2.069  -1.530  0.004  0.178
C  -2.322  -1.283  1.424  0.012
C  0.646  -0.009  0.946  -0.048
C  2.054  -0.067  0.690  -0.331
C  -0.076  -1.384  1.182  0.516
C  -0.124  -1.775  -1.396  -0.497
N  -0.820  -1.573  -0.210  -0.225
N  -1.323  -1.302  2.174  -0.250
O  2.795  -1.906  -0.880  -0.781
O  0.942  -2.243  1.272  -0.696
S  2.846  -1.665  0.532  1.563
H  0.309  3.368  1.099  0.240
H  2.272  3.387  0.425  0.246
H  -1.086  1.260  1.454  0.240
H  3.799  1.007  0.305  0.240
H  -2.710  -1.650  -0.873  0.250
H  -3.326  -1.125  1.935  0.256
H  0.920  -1.318  -1.326  0.271
H  0.032  -2.773  -1.769  0.267
H  -0.464  -1.271  -2.319  0.255

Number 1: E_tot -1875.63761 a.u.. Number 2: E_tot -2471.12228 a.u.. Number 3: E_tot -1044.24957 a.u..